Density functional theory data (ωB97M-V/def2-TZVPD) for a molecular structure, C40H51F3MoN4O6SSi.

The geometry in XYZ format:
```
107
Properties=species:S:1:pos:R:3:forces:R:3
Mo -0.5746 0.0388 -0.2432 -0.103 0.058 -0.122
S 1.6118 0.4061 -0.7931 -0.042 0.040 0.146
Si 2.8483 -0.0504 0.9448 -0.020 -0.087 -0.021
F -3.0348 3.7213 2.8997 -0.001 -0.004 0.000
F -1.5578 6.3619 -2.7404 -0.001 0.001 -0.002
F -2.8644 -0.6497 4.4965 -0.004 -0.001 0.001
O 4.2210 0.7669 0.7191 -0.041 0.045 0.063
O 1.9128 0.3806 2.2012 0.101 0.020 -0.001
O 3.1796 -1.6325 1.0436 -0.016 0.002 -0.029
O -2.4560 -1.9308 -3.2690 -0.032 -0.002 -0.001
O -1.1709 1.6587 -1.4761 0.047 -0.160 0.109
O -1.6008 -1.1111 -1.3971 0.042 -0.060 -0.075
N -0.4676 -1.6281 1.1212 -0.020 0.136 -0.037
N -3.4027 1.6364 -4.9219 0.013 -0.008 0.009
N -3.2236 6.5008 -5.0455 -0.029 -0.002 0.013
N -4.8575 8.1600 -6.0805 -0.008 0.002 -0.001
C 4.7645 2.2410 -1.0896 0.001 0.010 0.002
C -1.7612 4.0444 -2.6608 0.010 0.011 -0.002
C 2.2056 0.2642 3.6270 -0.067 -0.009 -0.024
C -5.3126 2.2734 -6.6198 0.007 0.008 0.010
C -2.3541 0.4143 -3.1210 0.027 0.003 0.005
C -1.8339 -0.1872 2.4127 0.029 0.008 0.014
C -3.3118 4.0952 -4.9464 0.006 0.039 -0.007
C 5.9085 2.3793 1.1301 -0.016 -0.014 -0.011
C -4.0174 2.2677 -7.4044 0.002 -0.008 -0.008
C -2.1334 -0.9805 -2.6114 -0.022 0.027 0.030
C -1.5397 0.7867 1.4379 0.054 0.009 0.030
C -1.9479 2.1030 1.5930 0.007 0.007 -0.016
C -2.8580 5.2906 -4.4154 0.007 -0.009 -0.009
C -1.2936 -1.5438 2.1923 0.033 -0.010 0.037
C 1.3298 1.3095 4.2969 -0.004 0.001 0.006
C -2.9842 2.8551 -4.3810 0.003 -0.016 0.026
C -2.9654 1.5305 3.7115 0.000 0.014 0.000
C -4.1409 7.3392 -7.1252 0.017 -0.016 -0.006
C -3.1722 7.7688 -4.3210 -0.002 0.001 0.004
C -1.5445 -2.6657 2.9665 0.014 -0.001 0.013
C 3.5167 3.1018 0.9102 0.002 0.002 -0.016
C 3.6762 0.5359 3.9140 -0.026 0.002 -0.043
C -3.8795 8.8386 -5.1671 0.015 0.004 0.010
C 0.1461 -2.7762 0.8293 0.019 -0.015 -0.021
C 4.4333 -2.0523 -1.0065 0.001 0.002 -0.005
C -0.0348 -3.9174 1.5845 0.009 -0.003 0.014
C 4.5863 2.1360 0.4185 0.018 -0.013 -0.016
C -1.8732 1.5982 -2.5261 0.001 0.040 -0.057
C -2.0594 5.2297 -3.2611 -0.003 -0.018 0.014
C 3.8133 -3.8718 0.5944 -0.008 0.020 0.013
C -4.1552 1.4448 -6.1655 -0.020 0.002 -0.013
C -2.5552 0.2228 3.5272 0.028 0.002 0.007
C 5.5208 -2.1690 1.2581 0.002 0.007 -0.009
C -3.0761 0.5056 -4.2842 0.003 -0.006 -0.006
C -0.9080 -3.8591 2.6562 0.017 0.013 -0.001
C 1.8391 -1.1404 4.0794 0.011 0.003 0.017
C 4.2512 -2.4223 0.4585 0.022 0.004 0.027
C -2.2175 2.8389 -3.2036 -0.005 -0.013 -0.005
C -2.9254 6.6829 -6.4590 0.009 0.000 -0.007
C -2.6469 2.4513 2.7358 0.006 -0.016 0.009
H 0.4888 -4.8255 1.3255 0.005 -0.002 -0.010
H -3.3846 3.1415 -7.3901 -0.002 -0.009 -0.005
H 3.8551 0.4393 4.9853 0.008 0.003 -0.004
H -5.4397 7.5345 -5.5211 -0.002 -0.001 -0.001
H 6.3372 -2.7797 0.8710 0.000 -0.005 0.002
H -2.2211 -2.6109 3.8023 0.003 0.008 0.002
H -4.8554 6.6075 -7.4971 -0.002 0.004 -0.003
H 5.8106 -1.1205 1.1939 0.005 -0.007 0.003
H 3.6062 -4.1081 1.6388 -0.003 0.000 0.001
H 5.2029 -2.6827 -1.4528 -0.003 -0.001 -0.008
H 5.3650 -2.4309 2.3058 -0.002 -0.001 0.003
H -2.7234 5.7282 -6.9365 -0.003 0.001 0.000
H 6.2822 3.3782 0.9033 -0.001 0.004 0.001
H 5.0970 3.2443 -1.3593 0.004 0.000 -0.001
H 6.6498 1.6501 0.8029 0.004 0.003 -0.002
H 3.8316 4.1256 0.7043 -0.007 0.006 0.003
H 0.2745 1.0963 4.1175 -0.013 -0.006 -0.024
H -6.1595 1.7368 -7.0221 0.003 -0.004 -0.003
H 1.5552 2.2997 3.8990 0.005 0.006 0.010
H 3.9581 1.5437 3.6127 0.009 0.027 -0.019
H 4.7445 -1.0121 -1.1118 0.000 -0.001 0.002
H -1.0952 -4.7379 3.2585 0.001 -0.002 0.001
H -2.0311 7.3024 -6.5922 0.001 -0.003 -0.004
H 4.3228 -0.1776 3.4003 0.009 -0.017 -0.015
H -5.5840 3.1502 -6.0519 -0.005 0.001 -0.001
H 5.7903 2.2915 2.2098 -0.012 -0.008 0.017
H 2.0199 -1.2437 5.1502 -0.001 -0.010 -0.001
H 1.5054 1.3191 5.3730 -0.017 -0.007 0.007
H 4.5978 -4.5389 0.2368 0.004 0.002 0.005
H 0.7847 -1.3401 3.8941 -0.051 -0.008 -0.026
H -2.1566 8.1194 -4.1244 0.001 -0.002 -0.004
H -3.8592 8.0086 -7.9356 -0.003 0.004 0.004
H 3.8262 2.0370 -1.6070 0.003 0.003 0.000
H -4.4157 9.5539 -4.5484 -0.005 -0.003 -0.003
H -3.6761 7.6481 -3.3631 0.003 0.005 -0.001
H 3.3617 3.0031 1.9844 0.005 -0.007 0.016
H -3.5134 1.8144 4.5988 -0.002 -0.001 0.001
H -1.7286 2.8595 0.8512 -0.007 0.003 -0.001
H -3.4079 -0.4220 -4.7316 -0.007 0.001 -0.002
H -1.1387 4.0268 -1.7768 -0.003 0.004 0.002
H -3.1906 9.3835 -5.8097 -0.003 0.002 0.000
H -5.4743 8.8404 -6.5248 -0.004 -0.001 0.000
H 3.5047 -2.2015 -1.5609 -0.004 -0.001 0.005
H -4.2590 0.3851 -6.3366 0.000 -0.003 0.006
H 2.4383 -1.8815 3.5502 -0.006 -0.010 -0.006
H 2.9162 -4.0593 0.0026 -0.029 -0.003 -0.009
H 2.5653 2.9276 0.4035 0.009 -0.006 0.002
H -3.9857 1.7227 -8.3366 0.000 0.002 -0.003
H 0.7954 -2.7614 -0.0351 0.014 -0.005 -0.008
H 5.5154 1.5276 -1.4306 0.002 -0.002 -0.001
H -3.9526 4.1574 -5.8075 0.007 -0.001 0.013
```
Positions in Å, forces in eV/Å.

The energy relative to the best compared isomer or geometry (same formula, charge and spin) is 0.00 kcal/mol. The HOMO energy (spin up / spin down) is -12.24 / -12.73 eV. Its spin multiplicity is 3. Its net charge is +2. The calculated total energy is -3280.5307 Eh.